1.
{
  "formula": "C16H18F3NO4",
  "method": "wB97M-V/def2-TZVPD",
  "symbols": ["O", "C", "C", "O", "C", "O", "C", "C", "C", "C", "C", "C", "C", "F", "F", "F", "C", "N", "C", "C", "C", "C", "C", "O", "H", "H", "H", "H", "H", "H", "H", "H", "H", "H", "H", "H", "H", "H", "H", "H", "H", "H"],
  "xyz": [[3.15483, 1.16053, 1.43757], [2.30677, 0.93837, 0.60169], [1.88484, 2.00618, -0.41548], [0.59131, 1.76101, -0.95255], [-0.45349, 2.26353, -0.27917], [-0.35942, 2.95983, 0.69214], [-1.76440, 1.85052, -0.92709], [-1.64680, 0.51863, -1.60642], [-1.50647, -0.63592, -0.84046], [-1.35798, -1.87041, -1.44790], [-1.35212, -1.97603, -2.82848], [-1.48969, -0.82566, -3.59147], [-1.51858, -0.91727, -5.09054], [-2.77875, -0.98232, -5.56701], [-0.95240, 0.14443, -5.68666], [-0.88554, -2.00128, -5.56273], [-1.63769, 0.41691, -2.98932], [1.69825, -0.24947, 0.42976], [1.82351, -1.30658, 1.39984], [0.58676, -1.37278, 2.35067], [0.99630, -1.26932, 3.82126], [1.07023, 0.24594, 3.99860], [-0.10587, 0.70965, 3.14185], [-0.28267, -0.27579, 2.12340], [2.58014, 1.99575, -1.25806], [1.91724, 2.98221, 0.07857], [-2.52123, 1.83029, -0.14110], [-2.03480, 2.62886, -1.64398], [-1.50510, -0.55759, 0.23748], [-1.24903, -2.75823, -0.84404], [-1.23811, -2.93471, -3.30990], [-1.73959, 1.29866, -3.60399], [0.92685, -0.30863, -0.22021], [2.72919, -1.09100, 1.97031], [1.94647, -2.25812, 0.87725], [0.01539, -2.28306, 2.13593], [0.21191, -1.68730, 4.45430], [1.93261, -1.77985, 4.03117], [2.00590, 0.63191, 3.59332], [0.97316, 0.56086, 5.03425], [-1.03279, 0.75663, 3.72716], [0.06083, 1.68063, 2.67003]],
  "multiplicity": 1,
  "e_above_lowest_kj_mol": 19.6,
  "fmax_ev_per_a": 0.70,
  "gap_ha": 0.3792,
  "homo_ev": -9.741,
  "total_charge": 0,
  "total_energy_ha": -1275.865366,
  "smiles": "O=C(COC(=O)Cc1cccc(C(F)(F)F)c1)NC[C@H]1CCCO1"
}

2.
{
  "formula": "C4H6Cl2NO4P",
  "method": "wB97M-V/def2-TZVPD",
  "symbols": ["C", "C", "C", "C", "N", "O", "O", "O", "O", "P", "Cl", "Cl", "H", "H", "H", "H", "H", "H"],
  "xyz": [[-0.57689, -2.41679, -0.55052], [0.21599, -0.34428, -0.05184], [-1.57615, -1.91580, 0.44533], [-1.21664, -0.41558, 0.58343], [1.98602, 2.14502, 1.39264], [0.28319, -1.42495, -0.99514], [-0.44853, -3.56243, -0.87851], [1.34897, -0.42098, 0.86654], [0.44771, 0.84951, -0.59833], [1.87498, 1.06228, 0.32916], [3.41099, 0.69672, -0.74562], [-0.52894, 3.30541, -1.83767], [-2.65392, -2.16851, 0.19351], [-1.31376, -2.47117, 1.31665], [-1.36199, -0.08796, 1.59626], [-1.83755, 0.05868, -0.02715], [2.87595, 2.79520, 1.42425], [-0.92943, 4.31564, -2.46298]],
  "multiplicity": 1,
  "e_above_lowest_kj_mol": 283.4,
  "fmax_ev_per_a": 4.72,
  "gap_ha": 0.4062,
  "homo_ev": -10.595,
  "total_charge": 0,
  "total_energy_ha": -1773.527640
}